# 1
# C11H13ClO3Pt

A molecular structure, C11H13ClO3Pt in a non-equilibrium geometry (wB97M-V/def2-TZVPD, the OMol25 dataset).

Computed properties:
Energy (hartree): -1231.32492
Net charge: +2
Relative energy (zero: lowest compared OMol25 entry of this formula, charge and spin) (eV): 0.000
Spin multiplicity: 5

XYZ file:
```
29
Properties=species:S:1:pos:R:3:lowdin_charge:R:1
Cl -1.75372 2.78306 -2.36079 0.397
C -0.85245 -1.92657 -1.59035 0.064
C 0.56505 -2.10907 -1.42528 0.066
C 1.24812 -1.11614 -2.13208 0.048
H 1.00855 -2.96806 -0.90879 0.158
C 0.24907 -0.23586 -2.80898 -0.397
C -1.09264 -0.80205 -2.39990 0.033
H -2.03540 -0.47687 -2.85356 0.149
H -1.58727 -2.65046 -1.22059 0.157
H 2.33315 -1.03039 -2.28149 0.159
C 0.48865 0.68798 -3.95175 -0.049
Pt -0.03699 1.38100 -1.33706 1.062
C 1.50724 1.27438 -0.07799 -0.163
O 2.36841 1.23928 0.66330 0.221
C -1.47837 1.73237 -0.15312 -0.421
O -2.40399 1.92991 0.50314 0.185
H 1.41525 1.19168 -3.70269 0.099
H -0.29284 1.44271 -3.83726 0.009
H 0.51771 0.35445 -4.99032 0.139
C -1.09831 0.65939 3.84544 -0.002
C -0.06694 -0.17491 3.09723 -0.446
C 1.08462 -0.75561 3.88539 0.001
O -0.17160 -0.32363 1.86752 -0.043
H -0.95941 0.61774 4.93102 0.088
H -2.09642 0.27858 3.55760 0.102
H -1.01119 1.70639 3.48955 0.099
H 1.16351 -1.82981 3.65695 0.102
H 2.01362 -0.24739 3.57314 0.099
H 0.97458 -0.63208 4.96172 0.087
```

***

# 2
# C2H4B2O

A single C2H4B2O molecule in a non-equilibrium geometry (wB97M-V/def2-TZVPD, the OMol25 dataset).

Computed properties:
Energy (hartree): -203.44875
Relative energy (zero: lowest compared OMol25 entry of this formula, charge and spin) (eV): 0.000

XYZ file:
```
9
Properties=species:S:1:pos:R:3:lowdin_charge:R:1
B 0.92316 -0.26020 0.16938 0.047
B -0.72463 0.63300 -0.15062 -0.224
C 0.11045 -0.89387 -0.79742 0.009
C -0.70398 0.18781 -1.61276 -0.327
O -0.95184 0.24443 -2.77316 0.128
H 1.84562 -0.13106 0.84250 0.054
H -0.24280 -1.88909 -0.98586 0.116
H -1.65715 0.59356 0.55311 0.069
H 0.14559 1.43568 -0.03452 0.129
```

***

# 3
# CF4N2

A single CF4N2 molecule in a non-equilibrium geometry (wB97M-V/def2-TZVPD, the OMol25 dataset).

Computed properties:
Energy (hartree): -546.85199
Relative energy (zero: lowest compared OMol25 entry of this formula, charge and spin) (eV): 0.578

XYZ file:
```
7
Properties=species:S:1:pos:R:3:lowdin_charge:R:1
F 0.55122 -1.08497 -1.63962 0.000
N -0.25382 -0.19516 -0.89308 0.078
N 0.45610 0.96554 -0.21190 0.112
F -0.31905 2.07128 -0.07061 -0.008
C -0.16181 -0.27653 0.51087 -0.475
F 0.87242 -1.04605 1.02459 0.101
F -1.20562 -0.40955 1.30222 0.192
```

***

# 4
# C16H32BClN4O4Pb

A molecular structure, C16H32BClN4O4Pb in a non-equilibrium geometry (wB97M-V/def2-TZVPD, the OMol25 dataset).

Computed properties:
Energy (hartree): -1825.96009
Relative energy (zero: lowest compared OMol25 entry of this formula, charge and spin) (eV): 11.554

XYZ file:
```
59
Properties=species:S:1:pos:R:3:lowdin_charge:R:1
Pb -0.32343 -1.17045 -0.49682 1.576
Cl -2.80261 3.19085 2.60536 0.585
O -3.26607 2.01266 2.01918 -0.369
O -2.81603 3.11408 4.05759 -0.372
O -1.42564 3.54186 2.22812 -0.407
O -3.64056 4.25853 2.21031 -0.359
B -1.94794 -4.70185 1.02265 -0.358
H -2.01313 -5.61547 0.45231 -0.061
H -2.48406 -3.89882 0.54104 -0.101
H -2.39535 -4.96089 1.96972 -0.053
H -0.91619 -4.40714 1.13615 -0.102
C 5.08566 0.02809 8.07997 -0.085
C 3.49860 0.25453 8.12494 -0.214
C 2.97032 0.85100 6.82037 -0.218
C 2.71293 -0.09372 5.73661 -0.241
N 2.39355 -0.75902 4.86037 0.126
H 5.44401 0.84064 7.44795 0.062
H 5.39265 -1.00670 7.92810 0.067
H 5.59490 0.30238 9.00383 0.055
H 3.31667 1.06270 8.83336 0.102
H 2.98706 -0.69511 8.28183 0.107
H 3.46415 1.75860 6.47325 0.120
H 1.95155 1.21662 6.94900 0.121
C 7.34384 3.25210 2.23312 -0.105
C 7.42425 3.86219 0.81986 -0.247
C 6.01787 4.07891 0.21553 -0.189
C 5.20504 2.85200 0.08163 -0.219
N 4.44653 1.94687 0.00188 0.109
H 6.70363 3.81115 2.91554 0.073
H 8.35902 3.13534 2.61242 0.073
H 6.79193 2.32227 2.37057 0.069
H 8.18684 3.40655 0.18823 0.104
H 7.92252 4.83113 0.78812 0.102
H 5.94072 4.60061 -0.73840 0.115
H 5.46182 4.72994 0.89012 0.120
C -7.61900 -4.08204 -1.06831 -0.095
C -8.19614 -2.65763 -0.81059 -0.260
C -7.88714 -1.63495 -1.90139 -0.191
C -6.43949 -1.45751 -2.15448 -0.237
N -5.35121 -1.28775 -2.37108 0.131
H -7.94693 -4.50793 -2.01656 0.075
H -8.17993 -4.79799 -0.46759 0.064
H -6.57742 -4.05251 -0.74844 0.076
H -7.90879 -2.21672 0.14394 0.111
H -9.27758 -2.79304 -0.82632 0.101
H -8.22119 -0.65613 -1.55725 0.116
H -8.49092 -1.94863 -2.75294 0.118
C -1.92492 0.29637 -9.22717 -0.076
C -0.44805 0.08545 -8.76555 -0.269
C 0.09781 -1.31934 -8.39696 -0.174
C -0.23953 -1.76648 -6.98882 -0.228
N -0.46769 -2.07310 -5.90506 0.107
H -2.56537 -0.18456 -8.48783 0.073
H -1.89736 0.02178 -10.28166 0.078
H -2.02382 1.36419 -9.03201 0.071
H 0.02599 0.71710 -8.01430 0.104
H 0.10056 0.36762 -9.66417 0.095
H 1.18523 -1.27578 -8.33605 0.111
H -0.33219 -2.09288 -9.03323 0.114
```

***

# 5
# C5H11N

A single C5H11N molecule (wB97M-V/def2-TZVPD, the OMol25 dataset).

Computed properties:
Energy (hartree): -251.81535
Relative energy (zero: lowest compared OMol25 entry of this formula, charge and spin) (eV): 1.284

XYZ file:
```
17
Properties=species:S:1:pos:R:3:lowdin_charge:R:1
C -1.85155 1.07641 -0.23872 -0.089
C -1.45767 -0.40229 -0.36866 -0.255
N -0.01923 -0.59856 -0.55150 -0.096
C 0.63306 -1.52618 0.35630 -0.119
C 0.88220 -0.06716 0.45344 -0.361
C 2.15774 0.55236 -0.06369 -0.060
H -2.19256 1.31306 0.77439 0.067
H -1.00017 1.72613 -0.46318 0.069
H -2.65881 1.34049 -0.92752 0.065
H -1.82248 -0.95766 0.51073 0.103
H -1.94599 -0.85003 -1.24091 0.106
H 0.01820 -1.97888 1.13622 0.102
H 1.38122 -2.18885 -0.07499 0.104
H 0.42511 0.43654 1.30876 0.138
H 2.91768 0.61416 0.72336 0.073
H 1.97800 1.56260 -0.44875 0.071
H 2.55525 -0.05214 -0.88527 0.078
```